No. 1
Formula: C5H10O
Source: the Open Molecules 2025 dataset
Level of theory: ωB97M-V/def2-TZVPD

The geometry in XYZ format:
```
16
Properties=species:S:1:pos:R:3
O 2.04790 -1.60931 -0.23173
H -1.78977 1.45953 -0.84073
H -1.53966 -1.02037 -0.45046
H 0.94090 -1.20850 0.50297
C 2.42867 -0.26302 -0.39273
H -1.94808 1.71744 0.90245
H 3.10846 -0.11036 -1.23613
H 2.81337 0.23428 0.50863
C 0.99133 -0.05034 -0.65976
C -1.33765 -0.30223 0.35514
H -1.70847 -0.76943 1.27552
H 0.50974 0.47543 1.33667
H 0.63169 -0.25387 -1.66641
C -2.11360 0.99218 0.09702
C 0.15624 -0.09566 0.47188
H -3.19108 0.80424 0.02767
```

As for the frontier orbital gap: 9.07 eV. For the LUMO energy, the calculation gives 0.6 eV. For the relative energy (zero: lowest compared OMol25 entry of this formula, charge and spin), the calculation gives 91.4 kcal/mol. The charge is 0.

No. 2
Formula: C9H16O5
Source: the Open Molecules 2025 dataset
Level of theory: ωB97M-V/def2-TZVPD

The geometry in XYZ format:
```
30
Properties=species:S:1:pos:R:3
C -2.17288 -1.36377 0.52743
H 4.01363 2.32740 -1.45687
H -5.51306 -1.64313 0.17720
H 2.21468 -0.11336 -0.18659
H 0.76792 0.88421 -0.08684
H 0.95173 -1.90930 -0.49931
C 5.27004 1.10105 -0.19865
H -3.54424 -1.73986 -1.06555
O -3.74870 2.03700 0.47710
C -4.12457 1.03490 0.09715
H 0.37349 -1.84460 1.15084
O 6.00444 3.01741 -1.56638
C 0.39886 -1.28305 0.21055
H -2.12485 -0.84028 1.48950
C -4.77969 -1.00342 0.67003
H -2.20533 -2.43932 0.75060
H 1.50191 0.16999 1.40213
H 5.65642 0.47166 -1.04078
C 1.26858 0.01650 0.35092
C -3.48816 -1.07426 -0.20247
O -3.58101 0.22299 -0.84810
C -1.00008 -1.04827 -0.41719
H -1.12695 -1.68041 -1.30457
H 4.57600 3.13730 -0.02014
O -5.25455 0.35686 0.52949
H -1.07866 -0.00014 -0.70443
H -4.61416 -1.15616 1.73501
H 6.19854 1.28069 0.40188
O 4.20713 0.57972 0.49296
C 4.95352 2.50164 -0.86492
```

As for the frontier orbital gap: 1.31 eV. For the LUMO energy, the calculation gives 3.7 eV. The charge is -2.

No. 3
Formula: C7H7N2O3
Source: the Open Molecules 2025 dataset
Level of theory: ωB97M-V/def2-TZVPD

The geometry in XYZ format:
```
19
Properties=species:S:1:pos:R:3
C 0.47868 -0.20866 0.60245
H 1.19159 -0.84236 3.76302
C 1.09495 -0.97709 2.61672
H 0.43349 3.52103 -1.46426
H 0.65444 -3.01321 2.23708
N 0.96761 0.14178 1.78456
N 0.25464 -1.51052 0.60973
C -0.56352 1.30559 -1.52379
C 0.23685 1.44026 -0.47239
O 0.81516 2.32400 0.19415
O -1.42790 2.44866 -3.46194
H -2.32568 0.10311 -1.20009
H -1.55838 -0.14790 -2.81245
C 0.74853 -2.01010 1.80916
C -0.66303 2.32301 -2.51852
O 0.25176 3.39652 -2.35697
H -0.82213 -0.78314 -1.24845
C -1.38349 0.10234 -1.69697
H 1.15575 1.09638 1.94878
```

As for the frontier orbital gap (spin up / spin down): 4.48 / 7.18 eV. The spin multiplicity is 3. For the LUMO energy (spin up / spin down), the calculation gives 3.7 / 1.9 eV. For the relative energy (zero: lowest compared OMol25 entry of this formula, charge and spin), the calculation gives 0.0 kcal/mol. The charge is -1. As for the expectation value of S²: 2.011.

No. 4
Formula: C2HNO3S
Source: the Open Molecules 2025 dataset
Level of theory: ωB97M-V/def2-TZVPD

The geometry in XYZ format:
```
8
Properties=species:S:1:pos:R:3
O 1.26880 -1.16078 -1.28209
C 0.91190 -0.21963 -1.86159
S -1.09028 1.11531 2.21533
N 0.05005 -0.06595 1.51446
H 1.00773 -0.25983 1.27177
O 0.40873 0.71082 -2.29695
C -0.95492 0.05831 0.68788
O -1.60201 -0.17825 -0.24881
```

As for the frontier orbital gap: 8.95 eV. For the LUMO energy, the calculation gives -0.1 eV. For the relative energy (zero: lowest compared OMol25 entry of this formula, charge and spin), the calculation gives 28.0 kcal/mol. The charge is 0. Its SMILES is O=C1NS1.O=C=O.

| no. | DFT total energy (eV) |
| --- | --- |
| 1 | -7390.800 |
| 2 | -19824.279 |
| 3 | -16491.767 |
| 4 | -20556.667 |